--- w ---
{
  "formula": "C2H5N3O2",
  "method": "wB97M-V/def2-TZVPD",
  "symbols": ["N", "H", "O", "N", "H", "H", "C", "H", "N", "C", "H", "O"],
  "coordinates": [[0.41926, -0.13029, 1.26217], [-0.59771, -1.09569, -1.79822], [1.47047, -0.68795, 1.60409], [-1.15309, -0.09062, -1.63752], [1.22528, -1.34904, -0.71490], [2.30286, 0.09641, -0.44026], [1.38170, -0.28835, -0.93618], [-2.12702, 0.12421, -1.80471], [0.48615, 0.28452, 0.00825], [-0.97491, 0.32138, -0.21000], [1.13693, -0.23086, -2.07969], [-1.80139, 0.91438, 0.43148]],
  "homo_ev": -9.91,
  "lumo_energy_ev": 0.257,
  "smiles": "CN(N=O)C(N)=O"
}



--- x ---
{
  "formula": "C2H5N3O2",
  "method": "wB97M-V/def2-TZVPD",
  "symbols": ["N", "O", "C", "O", "H", "H", "C", "H", "N", "N", "H", "H"],
  "coordinates": [[0.15750, 1.93859, -0.00510], [-2.01209, -0.29989, 0.88034], [-1.75100, -0.17635, -0.41469], [-0.52720, 0.00934, -0.99196], [0.23429, -1.54636, 0.35067], [0.88654, 2.31201, 0.56733], [0.24054, 0.74149, -0.15549], [1.07778, -1.81055, -0.74968], [1.21079, -1.36984, 0.04629], [1.50656, 0.03124, 0.08741], [-2.88200, -0.15254, -0.94544], [1.85829, 0.32287, 1.33033]],
  "homo_ev": -9.91,
  "lumo_energy_ev": 0.277
}



--- y ---
{
  "formula": "C2H5N3O2",
  "method": "wB97M-V/def2-TZVPD",
  "symbols": ["H", "O", "H", "C", "H", "N", "N", "N", "H", "H", "O", "C"],
  "coordinates": [[0.26318, 0.23870, -2.84880], [-1.26623, 0.85168, 1.09869], [0.83282, -0.80220, 1.97625], [1.30382, 0.31563, 0.30489], [-0.76861, 0.61108, -1.36288], [0.19842, 0.41920, -1.81106], [-1.71550, -0.28947, 0.96805], [0.69471, -0.67560, 1.00302], [2.11993, 0.82675, 0.85473], [-2.47165, -0.43926, 0.24234], [-0.36214, -1.26652, 0.62430], [1.17123, 0.21000, -1.04952]],
  "homo_ev": -6.64,
  "lumo_energy_ev": -0.186
}



We find w to be the most stable, with the next structure 0.914 eV higher.